C11H14N2O4S2Se2Ti as an isolated structure. Source: OMol25; level of theory: ωB97M-V/def2-TZVPD.

Structure (ORCA input):
```
! RIJCOSX wB97M-V def2-TZVPD def2/J DEFGRID3
* xyz -2 3
Se 1.406 1.044 -0.112
Se -1.327 -1.686 1.034
Ti -0.608 -0.310 -1.030
S -3.214 -0.427 -1.676
S -2.002 1.863 0.491
O 3.145 -3.002 2.142
O 0.657 -1.248 -1.837
O 0.136 -0.714 3.868
O -0.546 -1.926 -1.821
N -2.686 3.860 2.310
N -1.112 0.947 -2.364
C -1.011 2.584 -4.111
C -2.382 3.028 1.558
C -2.379 2.442 -4.372
C 2.557 -1.889 2.791
C 2.255 -0.555 0.709
C 0.524 -2.279 1.439
C -0.420 1.838 -3.121
C -3.100 1.521 -3.602
C 1.517 -1.197 1.890
C -2.446 0.787 -2.633
C 0.824 -0.141 2.781
H 0.634 1.949 -2.872
H 1.580 0.536 3.194
H -2.864 3.020 -5.148
H -4.157 1.359 -3.755
H 2.041 -2.206 3.709
H 3.247 -0.212 1.024
H 0.890 -2.789 0.544
H 0.138 0.456 2.167
H 3.701 -3.456 2.784
H -0.705 -1.034 3.503
H -0.415 3.286 -4.678
H 3.339 -1.163 3.065
H 0.416 -3.017 2.241
H 2.365 -1.270 -0.111
*
```

The calculation puts the largest force on an atom at 0.118 hartree/bohr. The value obtained for the LUMO energy (spin up / spin down) is 4.6 / 3.7 eV. As for the orbital gap (spin up / spin down): 4.8460 / 4.4483 eV. Its calculated total energy is -198281.9739 eV. As for the expectation value of S²: 2.0171. For the relative energy (zero: lowest compared OMol25 entry of this formula, charge and spin), the calculation gives 2.465 eV.